No. 1
Formula: C31H45F4N2Sb2SeSiV
Source: OMol25
Level of theory: ωB97M-V/def2-TZVPD

Multiplicity = 2
Net charge = -1
HOMO (alpha / beta) = -3.647 / -2.889 eV
Orbital gap (alpha / beta) = 6.210 / 5.452 eV
ΔE to the lowest compared entry with this formula, charge and spin = 0.5257 eV

Last column: Löwdin spin population.
Cartesian coordinates (Å):
V: -0.1069 0.0386 -1.2082  1.00
C: 3.3580 1.6778 -0.3813  0.00
N: 2.6648 0.4064 -0.4222  0.00
C: 2.8926 -0.3283 0.8109  0.00
C: 3.0838 -0.3372 -1.6015  0.00
C: 2.4261 -1.7088 -1.7135  0.00
N: 1.0433 -1.6516 -1.2679  0.00
C: 0.4520 -2.8497 -0.9915  0.00
C: -0.4680 -2.9345 0.0733  0.00
F: -0.6813 -1.8229 0.8034  0.00
C: -1.1271 -4.0908 0.4092  0.00
F: -1.9798 -4.0804 1.4519  0.00
C: -0.9142 -5.2719 -0.2790  0.01
C: -0.0127 -5.2234 -1.3212  0.00
F: 0.2156 -6.3382 -2.0453  0.00
C: 0.6453 -4.0635 -1.6790  0.00
F: 1.4463 -4.1078 -2.7650  0.00
H: 4.4438 1.5532 -0.2265  0.00
H: 2.9743 2.2905 0.4393  0.00
H: 3.2077 2.2133 -1.3185  0.00
H: 3.9474 -0.6362 0.9107  0.00
H: 2.2520 -1.2072 0.8475  0.00
H: 2.6393 0.3056 1.6616  0.00
H: 4.1813 -0.4763 -1.6185  0.00
H: 2.8214 0.2774 -2.4605  0.00
H: 2.9841 -2.4303 -1.0995  0.00
H: 2.5534 -2.0369 -2.7500  0.00
H: -1.4356 -6.1814 -0.0212  0.00
C: -0.8784 -0.3394 5.4804  0.00
Sb: -0.1359 0.1737 3.5193  0.00
C: -2.0812 0.7961 2.8756  0.00
C: 0.6959 2.0832 4.2309  0.00
C: -0.2364 3.2423 4.1760  0.00
C: -1.1326 3.4424 5.2291  0.00
C: -2.0672 4.4634 5.2102  0.00
C: -2.1165 5.3252 4.1257  0.00
C: -1.2190 5.1597 3.0848  0.00
C: -0.2714 4.1336 3.0811  0.00
C: 0.6741 4.0381 1.9294  -0.01
Sb: 0.0814 2.7768 0.2369  -0.02
C: 1.1870 4.0203 -1.1253  0.00
C: -1.8341 3.7078 0.0129  0.00
H: -1.5308 0.4507 5.8562  0.00
H: -0.0465 -0.4851 6.1713  0.00
H: -1.4475 -1.2679 5.4167  0.00
H: -2.4128 1.6735 3.4330  0.00
H: -2.7541 -0.0406 3.0770  0.00
H: -2.1265 0.9813 1.8036  0.00
H: 1.6216 2.2637 3.6854  0.00
H: 0.9660 1.8602 5.2662  0.00
H: -1.0890 2.7721 6.0809  0.00
H: -2.7512 4.5877 6.0409  0.00
H: -2.8413 6.1294 4.0942  0.00
H: -1.2430 5.8433 2.2433  0.00
H: 1.6720 3.7207 2.2356  0.00
H: 0.7763 5.0181 1.4587  0.00
H: 0.5622 4.8634 -1.4243  0.00
H: 1.4579 3.4526 -2.0121  0.00
H: 2.0813 4.3974 -0.6255  0.00
H: -1.7272 4.7296 -0.3537  0.00
H: -2.3346 3.7219 0.9818  0.00
H: -2.4311 3.1138 -0.6767  0.00
C: 0.3811 2.4863 -5.5302  0.00
C: -0.4323 2.9588 -4.5066  0.00
C: -0.5180 2.2638 -3.3081  0.00
C: 0.1912 1.0772 -3.0372  -0.01
C: 0.9720 0.6259 -4.1158  0.00
C: 1.0769 1.3034 -5.3281  0.00
H: 0.4582 3.0214 -6.4699  0.00
H: -1.0081 3.8684 -4.6467  0.00
H: -1.1890 2.6624 -2.5492  0.00
H: 1.5064 -0.3163 -4.0256  0.00
H: 1.6978 0.8970 -6.1205  0.00
C: -5.6453 -0.4084 -2.3370  0.00
Si: -3.8224 -0.5540 -2.7930  0.01
C: -3.4951 -2.3154 -3.3733  0.00
C: -3.5008 0.5973 -4.2424  0.00
Se: -2.6171 -0.0914 -0.9653  0.01
H: -6.2873 -0.6896 -3.1783  0.00
H: -5.8850 0.6189 -2.0504  0.00
H: -5.8835 -1.0547 -1.4886  0.00
H: -4.1242 -2.5839 -4.2290  0.00
H: -3.6823 -3.0287 -2.5666  0.00
H: -2.4477 -2.4183 -3.6702  0.00
H: -4.1639 0.3350 -5.0753  0.00
H: -2.4674 0.5240 -4.5832  0.00
H: -3.6856 1.6404 -3.9730  0.00


No. 2
Formula: C19H51BI2NbO17S5
Source: OMol25
Level of theory: ωB97M-V/def2-TZVPD

Net charge = -1
HOMO = -4.576 eV
Orbital gap = 6.195 eV

Last column: Löwdin charge in e.
Cartesian coordinates (Å):
C: -2.6027 -5.0345 -1.6780  -0.17
O: -2.3141 -4.1838 -2.8015  -0.14
B: -2.2325 -2.7860 -2.4627  -0.76
O: -1.0642 -2.1100 -2.9617  -0.06
Nb: -3.8134 -1.5677 -1.2599  1.07
C: -2.2169 -1.1842 0.3196  -0.86
I: -0.4342 -0.0033 -0.2119  0.81
C: -2.2446 -1.6138 1.6503  -0.91
C: -1.0594 -1.2978 2.6332  -0.26
I: -3.9247 -2.7305 2.4084  0.70
H: -2.3153 -6.1099 -1.8376  0.08
H: -2.1842 -4.6015 -0.7255  0.08
H: -3.7301 -5.0377 -1.5596  0.06
H: -0.4796 -2.7370 -3.4207  0.07
H: -4.3623 -3.1364 -0.5316  -0.17
H: -5.1039 -0.5772 -0.4144  -0.18
H: -3.2009 -0.0808 -2.1482  -0.14
H: -4.9526 -1.9102 -2.6628  -0.14
H: -0.8820 -0.1860 2.6991  0.04
H: -0.0916 -1.7966 2.3355  0.07
H: -1.3754 -1.6396 3.6577  0.04
O: -1.8131 6.2966 -0.9629  -0.28
S: -0.4235 6.3687 -0.6034  0.59
O: 0.5770 6.8014 -1.5399  -0.28
O: 0.0276 4.9613 0.0339  -0.28
C: -0.1860 3.7596 -0.7278  -0.28
C: 0.8253 3.6138 -1.8484  -0.07
C: -0.2625 7.3343 0.8699  -0.13
H: -1.2091 3.7226 -1.1102  0.12
H: -0.0713 2.9275 -0.0323  0.02
H: 0.6888 4.3886 -2.6054  0.07
H: 0.7210 2.6435 -2.3368  0.06
H: 1.8422 3.7117 -1.4637  0.07
H: -0.9925 6.9901 1.5996  0.07
H: -0.4537 8.3738 0.6067  0.07
H: 0.7519 7.2275 1.2502  0.07
O: 3.3319 1.4762 2.7367  -0.27
S: 2.8796 2.7427 2.2287  0.60
O: 3.0608 3.1171 0.8538  -0.27
O: 3.4745 3.9204 3.1701  -0.30
C: 4.8866 3.9803 3.3732  -0.29
C: 5.6027 4.5347 2.1557  -0.07
C: 1.1756 2.9534 2.6463  -0.10
H: 5.2799 2.9977 3.6513  0.12
H: 5.0551 4.6466 4.2205  0.10
H: 5.5205 3.8540 1.3074  0.07
H: 6.6634 4.6835 2.3672  0.08
H: 5.1628 5.4860 1.8504  0.09
H: 1.0360 2.7099 3.6973  0.05
H: 0.5929 2.2747 2.0213  0.04
H: 0.8885 3.9838 2.4420  0.07
O: 0.8324 3.3978 5.8937  -0.28
S: 1.8852 3.6571 6.8379  0.62
O: 2.3384 2.6495 7.7556  -0.27
O: 1.5190 4.9911 7.6698  -0.26
C: 0.2595 5.0433 8.3466  -0.27
C: 0.2638 4.2085 9.6138  -0.08
C: 3.2867 4.3055 5.9776  -0.13
H: -0.5492 4.7412 7.6758  0.12
H: 0.0892 6.0895 8.6063  0.12
H: 0.3551 3.1458 9.3850  0.07
H: -0.6618 4.3542 10.1738  0.08
H: 1.1106 4.4764 10.2487  0.08
H: 2.9569 5.0960 5.3080  0.08
H: 3.7316 3.4949 5.4107  0.06
H: 4.0009 4.6834 6.7079  0.08
O: -5.7974 -11.3509 -3.0987  -0.28
S: -4.4377 -10.9138 -2.9307  0.59
O: -4.0374 -10.1082 -1.8121  -0.28
O: -3.9463 -10.2028 -4.2912  -0.27
C: -4.7203 -9.1133 -4.8095  -0.26
C: -4.4995 -7.8349 -4.0229  -0.07
C: -3.3678 -12.3190 -3.0189  -0.13
H: -5.7803 -9.3793 -4.8446  0.11
H: -4.3919 -8.9617 -5.8392  0.12
H: -4.8880 -7.9255 -3.0076  0.07
H: -5.0042 -6.9946 -4.5021  0.09
H: -3.4344 -7.6107 -3.9418  0.08
H: -3.6402 -12.9172 -3.8860  0.07
H: -3.5039 -12.8957 -2.1052  0.07
H: -2.3386 -11.9724 -3.0902  0.07
O: 4.0668 -0.8126 -4.4218  -0.28
S: 3.4290 0.4522 -4.6690  0.59
O: 2.5375 1.0471 -3.7160  -0.27
O: 2.6946 0.3955 -6.1029  -0.27
C: 1.7475 -0.6545 -6.3375  -0.26
C: 0.4294 -0.3971 -5.6291  -0.07
C: 4.6650 1.6423 -5.0976  -0.13
H: 2.1690 -1.6219 -6.0509  0.11
H: 1.5770 -0.6835 -7.4154  0.12
H: 0.5476 -0.4378 -4.5454  0.07
H: -0.3135 -1.1442 -5.9131  0.08
H: 0.0478 0.5958 -5.8749  0.09
H: 5.3244 1.2127 -5.8489  0.07
H: 5.2252 1.8766 -4.1935  0.07
H: 4.1741 2.5380 -5.4736  0.07


No. 3
Formula: C4H13N2O2
Source: OMol25
Level of theory: ωB97M-V/def2-TZVPD

Net charge = +1
HOMO = -14.023 eV
Orbital gap = 11.182 eV
ΔE to the lowest compared entry with this formula, charge and spin = 1.4300 eV

Last column: natural (NBO) charge in e.
Cartesian coordinates (Å):
N: 0.3979 1.3826 0.0306  -0.69
C: -0.1765 0.2043 0.7531  -0.05
C: -1.3734 -0.3088 -0.0007  -0.55
C: -2.4991 0.6984 -0.0677  0.46
O: -2.2918 1.8814 0.0951  -0.55
C: 0.9591 -0.7882 0.9186  -0.25
N: 2.0763 -0.0949 1.5749  -0.87
H: -0.3155 2.1205 -0.0439  0.47
H: 0.7648 1.1159 -0.8837  0.44
H: 1.1750 1.7427 0.5987  0.46
H: -0.4922 0.5595 1.7288  0.23
H: -1.1463 -0.5737 -1.0390  0.27
H: -1.7640 -1.2343 0.4342  0.26
H: -3.5162 0.3385 -0.2542  0.16
H: 0.6331 -1.6735 1.4745  0.21
H: 1.2863 -1.1662 -0.0479  0.22
H: 2.9638 -0.5181 1.3229  0.39
H: 1.9869 -0.1443 2.5907  0.38
H: -0.2527 -1.5452 -3.1190  0.49
H: 1.1287 -0.9521 -3.3743  0.49
O: 0.4558 -1.0445 -2.6918  -0.97


No. 4
Formula: C10H11OS2
Source: OMol25
Level of theory: ωB97M-V/def2-TZVPD

Net charge = -1
HOMO = -2.415 eV
Orbital gap = 5.586 eV

Last column: natural (NBO) charge in e.
Cartesian coordinates (Å):
C: -2.6145 1.1968 1.1827  -0.34
C: -2.1343 1.4961 -0.0934  -0.19
C: -1.9195 0.3101 1.9582  -0.20
C: -1.0139 0.9623 -0.5623  -0.28
C: -0.8019 -0.2743 1.5075  -0.31
C: -0.2375 0.0128 0.2066  -0.04
C: 1.7731 1.7209 0.9646  0.43
C: 1.8127 -1.5201 0.4839  -0.66
C: 0.7370 -1.3382 -2.8879  -0.74
C: 0.9926 -0.3915 -0.2828  -0.37
O: 1.7054 2.5586 0.1528  -0.52
S: 2.1857 1.3022 2.4062  -0.13
S: 1.5136 0.0218 -1.9248  0.19
H: -3.6478 1.3789 1.3828  0.18
H: -2.8265 2.1559 -0.7425  0.18
H: -2.4083 0.0558 2.8588  0.18
H: -0.5541 1.1757 -1.5021  0.21
H: -0.3888 -0.8646 2.2642  0.20
H: 1.1585 -2.4401 0.8163  0.18
H: 2.7049 -1.7264 -0.2023  0.21
H: 2.0726 -1.0589 1.4538  0.22
H: 1.2202 -1.3669 -3.7594  0.19
H: -0.3156 -1.0634 -3.2421  0.21
H: 0.9863 -2.3034 -2.4388  0.21


No. 5
Formula: C3H2Cl3N3O2S
Source: OMol25
Level of theory: ωB97M-V/def2-TZVPD

HOMO = -9.605 eV
Orbital gap = 9.790 eV
ΔE to the lowest compared entry with this formula, charge and spin = 0.0000 eV

Last column: natural (NBO) charge in e.
Cartesian coordinates (Å):
C: -2.2478 0.5276 0.0216  0.77
C: -0.7070 -1.2510 0.0393  0.77
C: 2.6090 0.1457 -0.1925  -0.35
N: -2.0336 -0.8612 -0.2651  -0.64
N: -0.9977 1.0571 0.4472  -0.47
N: -0.1231 -0.0446 0.4153  -0.46
O: -3.2674 1.1948 -0.0675  -0.59
O: -0.1399 -2.3174 -0.0604  -0.57
S: 1.3962 -0.2543 1.1319  0.54
Cl: 4.0599 0.1235 0.6710  0.10
Cl: 2.6972 -0.8072 -1.6476  0.08
Cl: 2.2991 1.8571 -0.7346  -0.03
H: -2.8007 -1.3828 -0.2738  0.42
H: -0.7444 2.0128 0.5153  0.44


No. 6
Formula: C23H27NO7
Source: OMol25
Level of theory: ωB97M-V/def2-TZVPD

SMILES = Cc1cc(=O)oc2c3c(cc(OCC(=O)N4CCC(C(=O)O)CC4)c12)OC(C)(C)CC3
HOMO = -8.020 eV
Orbital gap = 8.434 eV
ΔE to the lowest compared entry with this formula, charge and spin = 0.0000 eV

Last column: natural (NBO) charge in e.
Cartesian coordinates (Å):
C: -3.0408 -4.0059 0.2376  -0.64
C: -3.5899 -2.6376 0.0148  0.14
C: -4.8911 -2.4864 -0.3350  -0.38
C: -5.4962 -1.2067 -0.5944  0.74
O: -6.6513 -1.0096 -0.8880  -0.58
O: -4.6675 -0.1167 -0.5014  -0.48
C: -3.3646 -0.2227 -0.1613  0.45
C: -2.6627 0.9848 -0.1382  -0.22
C: -1.3232 0.9561 0.2199  0.44
C: -0.7075 -0.2558 0.5408  -0.39
C: -1.3939 -1.4518 0.4993  0.39
C: -2.7653 -1.4608 0.1373  -0.25
O: -0.8238 -2.6381 0.8362  -0.48
C: 0.5732 -2.6832 0.9850  -0.16
C: 1.2563 -2.2961 -0.3392  0.66
O: 0.6245 -2.3154 -1.3757  -0.62
N: 2.5627 -1.9618 -0.2896  -0.44
C: 3.4008 -1.8443 0.8810  -0.22
H: 2.9553 -2.3533 1.7336  0.21
C: 3.6599 -0.3684 1.2033  -0.41
H: 4.3483 -0.3045 2.0463  0.23
C: 4.2537 0.3541 -0.0091  -0.33
C: 5.6865 -0.0727 -0.2631  0.80
O: 6.2914 -0.9192 0.3383  -0.60
O: 6.2380 0.6315 -1.2576  -0.69
H: 7.1559 0.3529 -1.4042  0.50
H: 4.2880 1.4323 0.1811  0.24
C: 3.3926 0.1072 -1.2578  -0.40
C: 3.1793 -1.3911 -1.4720  -0.23
H: 2.5108 -1.5679 -2.3158  0.26
H: 4.1337 -1.8956 -1.6527  0.19
H: 3.8710 0.5463 -2.1328  0.23
H: 2.4212 0.5855 -1.1178  0.22
H: 2.7238 0.1209 1.4795  0.21
H: 4.3578 -2.3290 0.6641  0.22
H: 0.8913 -2.0467 1.8186  0.19
H: 0.8018 -3.7273 1.2194  0.22
H: 0.3352 -0.2052 0.8045  0.22
O: -0.5300 2.0490 0.2793  -0.52
C: -1.1576 3.3353 0.1860  0.27
C: -1.7049 3.7197 1.5643  -0.64
H: -2.2433 4.6614 1.5054  0.22
H: -0.8838 3.8266 2.2694  0.22
H: -2.3747 2.9498 1.9379  0.22
C: -0.0452 4.2999 -0.2267  -0.61
H: 0.7689 4.2529 0.4918  0.21
H: -0.4267 5.3158 -0.2654  0.21
H: 0.3423 4.0285 -1.2053  0.22
C: -2.2629 3.3059 -0.8759  -0.43
C: -3.3293 2.2723 -0.5293  -0.41
H: -3.9673 2.6285 0.2840  0.21
H: -3.9812 2.0946 -1.3861  0.24
H: -1.8064 3.0425 -1.8329  0.21
H: -2.7038 4.2983 -0.9688  0.22
H: -5.5451 -3.3369 -0.4443  0.23
H: -2.1916 -4.1750 -0.4206  0.24
H: -2.6885 -4.1127 1.2611  0.23
H: -3.8047 -4.7541 0.0414  0.21


Q: Number 4 is which compound?
A: C10H11OS2